A 8-piece molecular cluster, C70H67BFN2O37S2 overall in a non-equilibrium geometry. Source: the Open Molecules 2025 dataset; level of theory: ωB97M-V/def2-TZVPD.

Last column: Löwdin charge in e.
Cartesian coordinates (Å):
C (8.52, -1.96, 1.99)  -0.110
C (8.38, -1.44, 0.48)  -0.248
C (7.63, -2.43, -0.48)  -0.205
C (6.24, -2.97, 0.09)  -0.197
C (5.01, -2.66, -0.90)  -0.178
C (3.63, -2.53, -0.09)  -0.194
C (2.77, -1.40, -0.79)  -0.157
C (2.16, -0.31, 0.24)  -0.585
S (1.30, -1.37, 1.53)  0.946
O (1.18, 0.37, -0.52)  -0.002
C (0.93, 1.73, -0.17)  -0.297
C (-0.02, 1.71, 1.08)  -0.085
O (-1.14, 0.84, 0.71)  -0.071
C (-1.95, 0.84, 1.87)  -0.245
C (-2.92, 1.94, 2.15)  -0.003
C (-3.74, 1.97, 3.37)  -0.059
C (-3.63, 0.91, 4.39)  -0.072
C (-2.70, -0.19, 4.12)  -0.079
C (-1.87, -0.22, 2.89)  -0.020
O (0.20, 2.19, -1.35)  0.088
C (-0.34, 3.41, -1.17)  -0.280
N (-0.86, 4.40, -0.89)  0.230
C (2.23, 2.65, -0.02)  -0.044
C (2.04, 3.87, 0.98)  -0.113
O (2.66, 5.07, 0.44)  -0.087
C (3.15, 5.89, 1.47)  -0.249
C (4.52, 6.45, 1.28)  -0.011
C (5.15, 7.30, 2.32)  -0.052
C (4.45, 7.60, 3.58)  -0.068
C (3.09, 7.07, 3.74)  -0.063
C (2.46, 6.23, 2.72)  -0.014
N (3.53, 1.89, 0.13)  -0.206
O (3.85, 1.47, -1.16)  0.072
S (4.95, 2.79, 0.66)  0.809
O (5.29, 3.90, -0.22)  -0.177
O (6.06, 1.85, 0.60)  -0.187
F (4.89, 3.37, 2.15)  -0.065
C (3.36, 0.55, 0.82)  -0.052
B (3.32, 0.56, 2.43)  -0.637
O (4.04, -0.48, 3.09)  0.116
O (2.63, 1.45, 3.26)  0.010
C (2.12, 0.83, 4.47)  -0.189
C (0.86, 1.72, 4.91)  -0.042
H (7.89, -2.86, 2.21)  0.049
H (8.16, -1.12, 2.65)  0.070
H (9.58, -2.21, 2.25)  0.074
H (7.94, -0.40, 0.50)  0.088
H (9.44, -1.30, 0.10)  0.107
H (7.50, -1.91, -1.48)  0.107
H (8.32, -3.31, -0.65)  0.110
H (6.29, -4.08, 0.30)  0.099
H (6.05, -2.41, 1.05)  0.087
H (4.95, -3.47, -1.68)  0.124
H (5.27, -1.66, -1.37)  0.098
H (3.16, -3.54, -0.12)  0.125
H (3.95, -2.24, 0.96)  0.078
H (1.86, -1.90, -1.23)  0.134
H (3.31, -0.91, -1.64)  0.116
H (2.24, -2.12, 2.18)  -0.057
H (0.42, 1.25, 2.01)  0.113
H (-0.47, 2.69, 1.38)  0.133
H (-3.00, 2.76, 1.39)  0.115
H (-4.43, 2.82, 3.56)  0.101
H (-4.23, 0.94, 5.33)  0.107
H (-2.57, -1.02, 4.86)  0.103
H (-1.16, -1.08, 2.75)  0.065
H (2.32, 3.18, -1.02)  0.162
H (2.37, 3.67, 2.03)  0.129
H (0.95, 4.17, 1.07)  0.135
H (5.13, 6.27, 0.37)  0.097
H (6.19, 7.67, 2.14)  0.104
H (4.94, 8.21, 4.37)  0.101
H (2.53, 7.28, 4.69)  0.103
H (1.43, 5.80, 2.87)  0.114
H (4.14, 2.24, -1.72)  0.157
H (4.31, -0.01, 0.53)  0.161
H (4.93, -0.50, 2.68)  0.113
H (2.87, 0.95, 5.31)  0.139
H (1.77, -0.23, 4.33)  0.117
H (0.01, 1.42, 4.21)  0.056
H (1.09, 2.79, 4.66)  0.083
H (0.59, 1.58, 5.99)  0.092
C (9.42, -6.91, 4.10)  0.083
C (8.76, -6.34, 3.08)  -0.227
C (7.33, -5.94, 3.21)  -0.310
O (6.77, -5.41, 2.26)  0.078
C (6.65, -6.20, 4.47)  0.075
C (7.30, -6.77, 5.49)  -0.226
C (8.74, -7.15, 5.37)  -0.310
O (9.31, -7.65, 6.33)  0.125
O (6.69, -7.03, 6.66)  0.111
O (9.36, -6.11, 1.90)  0.102
H (10.45, -7.21, 4.02)  0.140
H (5.61, -5.92, 4.54)  0.135
H (7.38, -7.44, 7.23)  0.123
H (8.68, -5.70, 1.33)  0.110
C (1.85, 3.71, -4.38)  0.080
C (2.71, 4.64, -3.98)  -0.217
C (3.17, 5.73, -4.89)  -0.313
O (3.95, 6.57, -4.48)  0.121
C (2.66, 5.73, -6.26)  0.086
C (1.79, 4.80, -6.67)  -0.223
C (1.31, 3.73, -5.74)  -0.304
O (0.51, 2.90, -6.13)  0.123
O (1.31, 4.79, -7.92)  0.098
O (3.23, 4.64, -2.72)  0.064
H (1.51, 2.92, -3.72)  0.122
H (3.01, 6.52, -6.92)  0.142
H (0.70, 4.02, -7.97)  0.111
H (3.82, 5.42, -2.69)  0.123
C (-7.09, -1.39, 4.92)  0.077
C (-8.38, -1.40, 4.56)  -0.218
C (-8.83, -2.03, 3.28)  -0.298
O (-10.01, -2.04, 3.00)  0.131
C (-7.81, -2.62, 2.41)  0.083
C (-6.52, -2.60, 2.77)  -0.214
C (-6.08, -2.00, 4.06)  -0.304
O (-4.89, -2.02, 4.35)  0.080
O (-5.56, -3.14, 1.98)  0.089
O (-9.33, -0.84, 5.33)  0.093
H (-6.75, -0.93, 5.84)  0.134
H (-8.14, -3.06, 1.48)  0.109
H (-4.72, -3.00, 2.46)  0.118
H (-10.17, -0.98, 4.86)  0.100
C (-6.78, -1.76, -2.01)  0.073
C (-6.32, -1.66, -3.26)  -0.229
C (-7.07, -2.22, -4.42)  -0.313
O (-6.63, -2.09, -5.54)  0.116
C (-8.33, -2.93, -4.15)  0.081
C (-8.79, -3.03, -2.90)  -0.225
C (-8.05, -2.44, -1.74)  -0.295
O (-8.51, -2.55, -0.62)  0.098
O (-9.94, -3.68, -2.62)  0.109
O (-5.16, -1.04, -3.53)  0.097
H (-6.25, -1.35, -1.16)  0.137
H (-8.85, -3.35, -4.99)  0.139
H (-10.05, -3.61, -1.65)  0.120
H (-5.05, -1.09, -4.50)  0.119
C (-2.78, -6.82, -1.84)  0.078
C (-2.02, -6.38, -2.84)  -0.230
C (-1.97, -4.93, -3.20)  -0.317
O (-1.24, -4.56, -4.11)  0.108
C (-2.80, -4.00, -2.44)  0.076
C (-3.57, -4.44, -1.44)  -0.224
C (-3.60, -5.89, -1.06)  -0.312
O (-4.29, -6.25, -0.13)  0.120
O (-4.35, -3.61, -0.72)  0.089
O (-1.26, -7.22, -3.57)  0.105
H (-2.82, -7.87, -1.56)  0.138
H (-2.77, -2.96, -2.72)  0.132
H (-4.80, -4.17, -0.06)  0.098
H (-0.80, -6.65, -4.23)  0.119
C (-13.00, 3.50, 3.89)  0.080
C (-13.17, 2.21, 4.18)  -0.226
C (-12.11, 1.42, 4.89)  -0.303
O (-12.31, 0.25, 5.15)  0.109
C (-10.87, 2.10, 5.23)  0.075
C (-10.70, 3.40, 4.94)  -0.225
C (-11.76, 4.19, 4.25)  -0.314
O (-11.57, 5.37, 4.02)  0.115
O (-9.55, 4.04, 5.24)  0.103
O (-14.30, 1.55, 3.85)  0.109
H (-13.76, 4.08, 3.38)  0.139
H (-10.11, 1.52, 5.73)  0.124
H (-9.68, 4.96, 4.93)  0.119
H (-14.18, 0.64, 4.17)  0.120
C (2.75, 2.86, -10.54)  0.087
C (2.47, 1.94, -9.62)  -0.208
C (2.77, 0.49, -9.85)  -0.312
O (2.52, -0.32, -8.97)  0.112
C (3.36, 0.11, -11.13)  0.078
C (3.63, 1.03, -12.06)  -0.228
C (3.36, 2.48, -11.81)  -0.308
O (3.64, 3.30, -12.67)  0.124
O (4.17, 0.70, -13.25)  0.110
O (1.90, 2.26, -8.43)  0.064
H (2.54, 3.91, -10.38)  0.134
H (3.55, -0.94, -11.29)  0.138
H (4.27, 1.55, -13.73)  0.122
H (1.81, 1.42, -7.95)  0.122

The HOMO energy is -10.84 eV. The LUMO energy is -4.889 eV. Its net charge is +1.